Entry from the Open Molecules 2025 dataset: C38H43BaCl3N2OPSe2Si as an isolated structure (the ωB97M-V functional and the def2-TZVPD basis).

Its HOMO energy is -3.539 eV. The energy above the lowest of the compared OMol25 structures with the same formula, charge and spin is 0.00 kcal per mole. Its total energy is -231258.3932 eV. Its charge is -1. The calculation puts the HOMO-LUMO gap at 5.3 eV.

XYZ file:
```
92
Properties=species:S:1:pos:R:3:forces:R:3
H -1.42738 -2.67077 0.59084 -0.14 -0.18 0.01
H -4.78558 -2.20350 3.22248 0.00 0.00 0.00
C -3.45914 -0.50808 3.00948 -0.02 -0.09 -0.04
H 2.62542 -0.77276 4.62777 -0.01 0.01 0.00
C 2.87489 -1.50779 -5.53241 0.02 0.08 0.02
C 4.10603 -2.11602 2.66756 0.02 0.00 0.01
H 6.44128 0.14903 1.98253 0.01 -0.02 -0.03
H 3.77797 1.59360 -0.28393 -0.01 0.01 0.01
H 2.49330 3.39205 -1.89272 0.00 -0.01 0.00
H 1.45815 -3.08105 -5.24369 -0.01 0.01 -0.01
C 0.91104 -1.32876 -4.12776 0.20 0.02 -0.24
H 2.73165 1.52492 -4.04189 0.00 -0.01 0.01
C 4.78400 1.31990 0.04951 -0.02 -0.01 0.01
H 0.71499 0.58924 -3.11505 -0.28 -0.14 -0.09
H -2.13110 3.07861 3.62243 -0.01 0.00 0.02
H 4.35549 -2.89808 1.94287 0.01 0.00 0.00
P -0.55001 -2.17561 -3.43520 -0.07 0.10 0.12
C 2.45112 0.51841 -4.32600 0.02 0.02 0.05
C -3.90039 -1.82660 2.72347 0.05 0.05 0.00
C -2.49824 2.07758 3.43738 0.03 -0.03 -0.04
C -2.03381 -2.07012 1.26674 -0.13 -0.07 0.16
C -4.08754 0.33195 3.95803 -0.02 0.01 0.03
H 5.49831 -0.89547 -1.42874 0.00 0.00 0.01
H -1.01455 5.53985 0.83594 0.00 0.00 0.01
H 2.46512 2.73174 3.53673 0.00 0.00 -0.01
H 5.30356 1.52645 3.23927 -0.01 0.02 -0.01
H 3.32865 2.60245 2.00354 0.02 0.00 -0.03
C -0.07524 3.67347 0.31402 -0.13 -0.04 0.02
H -4.03608 2.21695 4.93788 0.00 0.00 0.00
C -0.23882 5.06626 0.24486 0.04 0.03 -0.05
Si 3.36850 -0.59134 1.74225 0.03 -0.05 -0.05
C 1.72561 3.86967 -1.29628 0.00 0.07 -0.01
C -3.58554 1.58189 4.18545 -0.01 0.00 0.00
C -0.61416 -1.83220 4.89976 -0.02 0.05 0.02
C -1.63880 -2.09220 -5.98521 -0.02 0.01 -0.01
H 4.58487 -2.07900 -0.47780 -0.01 0.01 -0.01
C -2.32277 -0.04195 2.31583 0.04 -0.12 0.12
H -2.48941 -1.97561 -7.94573 0.00 0.00 0.00
H 3.75330 -0.73863 -1.28555 0.00 -0.01 0.01
H -2.92282 -4.40762 -8.09194 0.00 0.00 0.00
H -2.31497 -5.88408 -6.20560 0.00 0.00 0.00
C 4.58501 1.03258 3.89675 -0.01 0.01 0.01
C -2.22154 -2.62535 -7.12210 0.01 0.02 0.00
Se 0.21020 -3.67439 -2.09024 0.07 -0.11 0.12
H 3.49110 -2.09216 -6.20391 0.00 0.00 0.00
C 4.65802 -1.01635 -0.73012 -0.01 -0.02 0.01
H 2.21606 5.84809 -1.93157 0.00 0.00 0.00
C 4.84724 -0.13645 0.51320 0.02 -0.03 0.01
Cl 0.37775 7.57336 -0.58848 0.00 0.00 -0.01
C 0.57751 5.83485 -0.54201 -0.06 0.01 0.04
Se -1.91264 -0.77211 -2.56827 0.02 0.14 0.00
C -3.21531 -2.59861 1.83215 0.05 0.01 0.07
H 5.05078 0.11822 4.27411 0.00 0.01 -0.01
C -1.53393 -4.28792 -5.00470 0.02 0.02 -0.02
C 3.26752 0.74700 3.17590 -0.02 -0.04 0.04
H 1.72207 1.90081 2.15749 -0.01 0.00 0.00
H 5.07199 2.01095 0.84381 0.00 0.01 0.02
O 1.06782 1.75935 -0.50134 0.01 -0.52 -0.29
H 3.36802 -2.54805 3.34898 0.00 0.00 -0.01
C -2.46527 -3.99176 -7.20278 0.00 -0.01 0.00
H -3.53249 -3.60057 1.58051 0.00 0.00 0.00
C 1.57292 5.23167 -1.31604 0.02 -0.05 -0.02
H -1.85492 3.56563 1.49499 0.01 0.00 0.01
H -1.45097 -1.46220 4.32031 0.03 -0.01 0.01
C 0.90900 3.02160 -0.48957 0.16 -0.04 0.10
C -1.89493 1.31216 2.46383 0.04 0.04 -0.01
H 0.08808 -1.04195 5.13782 -0.01 -0.04 0.00
N -1.60027 -0.86614 1.51697 0.15 0.06 -0.65
C 6.24446 -0.41815 1.07006 0.01 0.02 0.02
H 5.01332 -1.90402 3.24443 -0.01 0.00 0.00
C 2.27499 0.16874 4.19509 0.00 0.02 -0.03
H 6.37850 -1.47600 1.30654 0.00 0.00 0.00
C 2.66523 2.06707 2.68297 0.01 -0.02 0.02
H 5.47450 1.48361 -0.79123 0.00 0.00 0.01
Ba 0.70614 -0.75990 -0.26769 -0.18 0.87 0.33
C -2.12422 -4.81991 -6.14512 0.00 0.00 -0.01
Cl 0.22822 -3.05733 3.95117 0.02 -0.04 0.00
Cl -1.26098 -2.47853 6.42319 -0.01 -0.02 0.00
C -1.28869 -2.92479 -4.92462 -0.03 -0.07 0.06
C 1.28561 -0.03302 -3.79848 0.13 0.19 0.18
H 4.14499 0.22948 -5.60364 0.00 -0.01 -0.01
H -1.25394 -4.92430 -4.17427 0.00 0.00 0.01
H 4.42116 1.69868 4.75677 0.00 0.00 0.00
N -0.88323 1.75664 1.60638 -0.07 0.12 -0.07
H 2.10890 0.88115 5.01603 0.00 0.00 0.01
C 3.24237 -0.20751 -5.19597 -0.01 -0.07 -0.02
H 7.01592 -0.14374 0.33539 0.00 0.00 0.00
H -1.45949 -1.02587 -5.91086 0.00 0.00 0.00
C 1.72665 -2.05995 -4.99830 -0.06 -0.07 0.03
C -0.98737 2.96604 1.18506 0.10 -0.12 0.06
H -4.94386 -0.03927 4.50752 0.00 0.01 0.01
H 1.30881 -0.01746 3.71129 0.04 0.01 -0.01
```
Positions in Å, forces in eV/Å.

Table of Löwdin atomic charges, one value per atom, all in e:
1. H 0.06
2. H 0.12
3. C -0.18
4. H 0.07
5. C -0.08
6. C -0.27
7. H 0.06
8. H 0.05
9. H 0.10
10. H 0.11
11. C -0.43
12. H 0.10
13. C -0.12
14. H 0.06
15. H 0.11
16. H 0.01
17. P -0.02
18. C -0.08
19. C -0.01
20. C -0.02
21. C -0.19
22. C -0.05
23. H 0.08
24. H 0.11
25. H 0.08
26. H 0.06
27. H 0.06
28. C -0.13
29. H 0.10
30. C -0.08
31. Si 0.59
32. C -0.01
33. C -0.08
34. C -1.01
35. C -0.10
36. H 0.07
37. C -0.18
38. H 0.10
39. H 0.04
40. H 0.10
41. H 0.10
42. C -0.11
43. C -0.09
44. Se 0.13
45. H 0.10
46. C -0.15
47. H 0.10
48. C -0.69
49. Cl 0.60
50. C -0.69
51. Se 0.15
52. C -0.03
53. H 0.07
54. C -0.11
55. C -0.68
56. H 0.04
57. H 0.06
58. O -0.36
59. H -0.02
60. C -0.10
61. H 0.11
62. C -0.12
63. H 0.12
64. H -0.01
65. C -0.41
66. C -0.21
67. H 0.00
68. N 0.01
69. C -0.12
70. H 0.01
71. C -0.16
72. H 0.06
73. C -0.12
74. H 0.08
75. Ba 1.34
76. C -0.09
77. Cl 0.54
78. Cl 0.50
79. C -0.41
80. C -0.13
81. H 0.10
82. H 0.05
83. H 0.07
84. N 0.11
85. H 0.08
86. C -0.09
87. H 0.07
88. H 0.11
89. C -0.10
90. C -0.09
91. H 0.11
92. H 0.04